74
Properties=species:S:1:pos:R:3:mulliken_charge:R:1 method="wB97M-V/def2-TZVPD" homo_lumo_gap_ha="0.239 / 0.196" multiplicity=3 total_charge=+1 de_lowest_kcal_mol=0.0
C -3.52 2.23 -0.24 -1.611
H -3.89 -3.97 1.41 0.441
H 1.27 -0.99 5.55 0.435
H 3.94 -1.39 2.81 0.239
H -0.23 -3.23 3.50 0.278
H 1.31 -3.69 0.20 0.262
C -1.32 -1.91 0.57 0.418
C -1.47 0.53 -2.09 0.267
H -0.69 3.02 1.64 0.344
H -2.65 -2.40 -4.36 0.431
S 3.10 1.27 -0.57 -0.673
C 2.38 -2.45 1.67 0.779
C 1.64 -1.36 4.59 -1.323
H -2.37 -4.42 3.32 0.465
P 1.09 -1.15 1.76 -0.369
H -1.89 1.78 -3.79 0.340
N 4.99 0.66 -2.29 -0.476
C -2.11 2.02 0.30 0.919
H 3.06 -3.97 0.29 0.526
C -2.08 -3.71 2.55 -0.914
C 1.17 -0.44 3.45 0.707
C -2.93 -3.47 1.47 -0.952
H -1.45 4.83 -3.05 0.465
C -0.87 -3.03 2.65 -0.497
H 1.48 3.59 -1.01 0.169
H -3.24 -2.36 -0.32 0.645
H 0.86 4.97 -1.92 0.465
H 3.43 -0.53 -3.68 0.204
P -0.76 1.75 -0.93 0.486
H 1.92 0.35 3.31 0.489
N 1.58 -0.28 -2.77 -0.392
H -0.03 0.87 4.68 0.536
C -0.47 -2.12 1.68 0.238
H -0.95 -0.46 3.98 0.320
H -0.48 0.91 2.97 0.156
N 2.96 -0.16 -2.87 -0.497
H 3.89 -1.00 1.09 0.129
H 1.11 0.26 -3.48 0.292
C -1.93 -1.85 -2.42 -0.331
H 2.21 -3.16 2.49 0.560
C -1.72 3.12 1.29 -1.653
C -1.89 0.77 -3.39 -0.954
C 3.68 0.55 -1.98 0.909
H -2.54 3.50 -2.68 0.355
H 1.29 -2.39 4.49 0.203
N -0.91 -0.98 -0.35 -0.146
H 1.31 -1.26 -2.82 0.267
H -3.75 1.57 -1.09 0.336
C 0.58 4.15 -1.25 -1.212
H -1.83 4.11 0.85 0.381
H 5.59 1.17 -1.66 0.211
Pt 0.88 0.30 -0.02 2.018
C -2.56 -2.58 0.49 -0.804
H -4.25 2.01 0.54 0.455
H -2.37 3.08 2.17 0.398
H -2.08 1.07 0.84 0.074
C 2.28 -3.20 0.34 -1.321
H 2.73 -1.40 4.66 0.323
H 0.20 4.60 -0.33 0.247
H -1.89 -2.86 -2.05 0.651
H -0.04 2.87 -2.84 0.504
C -1.72 4.10 -2.29 -1.803
C -0.15 0.26 3.78 -1.557
H 2.43 -2.50 -0.49 0.060
C -2.33 -1.58 -3.72 -0.845
H -2.64 -0.08 -5.22 0.457
C 3.76 -1.80 1.81 -1.286
H 4.54 -2.55 1.63 0.479
C -1.49 -0.79 -1.61 -0.207
C -0.48 3.27 -1.92 0.581
H -2.09 4.65 -1.43 0.293
H -3.69 3.25 -0.56 0.296
H 5.37 0.33 -3.16 0.177
C -2.32 -0.28 -4.21 -0.858

79
Properties=species:S:1:pos:R:3:mulliken_charge:R:1 method="wB97M-V/def2-TZVPD" homo_lumo_gap_ha="0.174 / 0.262" multiplicity=5 total_charge=-1 de_lowest_kcal_mol=0.0
H 1.83 -1.59 -5.57 0.364
H 1.44 3.17 2.40 0.336
H 2.13 -3.78 -6.31 0.377
C 1.50 2.43 -5.55 -0.506
Cl 2.06 0.79 0.47 -0.430
C -0.35 0.92 -5.90 -0.806
H 0.29 -3.37 0.83 0.197
H 2.72 -0.01 -2.59 0.318
H -0.33 5.87 0.88 0.329
C -1.37 0.49 4.33 -0.465
Cl 2.71 1.13 3.58 -0.664
C -0.09 2.18 -1.79 -0.552
H -3.25 1.16 7.78 0.184
N -0.33 3.93 1.60 0.276
H -0.09 2.76 -6.99 0.347
C 0.38 2.97 2.19 -0.200
C -1.34 -4.77 3.02 -0.978
O -1.30 -1.29 2.24 -0.268
C 1.83 -0.46 -3.07 0.248
H -0.82 -4.74 0.54 0.331
H -2.23 3.36 2.28 0.228
C 0.32 2.09 -6.23 -0.530
H 0.20 2.47 -2.81 0.267
Si -0.49 0.36 -1.65 0.255
Cl 1.65 -2.02 2.06 -0.618
C -0.18 0.29 6.76 -0.877
C -1.75 3.70 1.35 -0.717
H -2.33 0.47 0.00 0.346
C -1.46 -2.40 2.79 -0.126
H 2.90 1.87 -3.99 0.354
C 2.00 1.60 -4.54 -0.309
H -3.15 1.10 5.28 0.301
H 0.58 4.72 -0.14 0.252
C -0.76 -3.69 0.84 -0.800
H -2.86 0.12 -2.30 0.454
H 1.54 -0.29 5.64 0.352
H -0.41 -4.90 3.59 0.324
H -2.16 -4.65 3.75 0.329
C -2.11 0.82 5.44 -0.931
C 2.48 -3.64 -5.28 -1.494
H 3.85 -2.80 -2.40 0.258
C 0.50 0.02 5.58 -0.721
N -2.27 0.90 7.84 -0.464
C -1.35 0.00 -0.07 0.167
H -1.32 -3.05 0.17 0.177
C 2.15 -2.28 -4.79 0.072
H -1.48 -1.07 0.04 -0.382
H -1.72 -2.49 3.86 0.163
H 3.56 -3.82 -5.27 0.299
N -1.29 -3.59 2.19 0.287
C 0.34 5.01 0.89 -0.855
H -1.30 0.66 -6.37 0.397
H 2.36 -3.76 -2.56 0.368
H 0.75 2.44 -1.12 0.092
H 0.34 0.18 7.71 0.276
H -0.72 0.39 0.72 -0.303
C 2.74 -2.75 -2.41 -1.474
H -0.95 2.80 -1.51 0.446
C -1.91 -0.11 -2.80 -1.323
H 2.00 -4.43 -4.68 0.312
H -1.52 -5.65 2.39 0.300
H -1.88 0.78 8.76 0.176
C 1.33 0.41 -4.21 0.245
H 2.42 -2.39 -1.42 0.236
H 1.27 5.25 1.41 0.330
O 0.88 -0.60 -1.98 -0.049
H -1.88 0.52 3.37 0.457
O -0.13 1.86 2.46 0.035
H -1.89 2.92 0.57 0.058
Cr 1.04 0.24 2.46 0.192
C -1.54 0.69 6.72 1.083
H 2.05 3.33 -5.81 0.376
H -0.23 -0.96 -4.78 0.650
C 0.21 0.03 -4.96 -0.334
H -1.91 -1.19 -3.00 0.190
H -2.18 4.64 1.02 0.360
C 2.24 -1.86 -3.51 0.289
H -1.93 0.40 -3.77 0.365
N -0.05 0.17 4.35 0.752

88
Properties=species:S:1:pos:R:3:mulliken_charge:R:1 method="wB97M-V/def2-TZVPD" homo_lumo_gap_ha=0.331
H -4.66 -1.04 -4.38 0.362
C -3.80 -2.79 -5.42 -0.582
H -0.25 -0.91 -2.00 0.300
C 2.11 -0.92 -0.48 -1.097
O 1.24 1.19 -1.00 -0.421
C 1.69 -2.36 2.46 0.614
O 1.42 -0.21 3.98 -0.686
C -0.19 2.84 0.57 -0.711
H 0.29 -4.39 -4.75 0.220
H -1.72 2.82 2.77 0.342
C -1.32 1.79 2.52 -1.440
C 1.18 4.19 2.74 -0.996
H -0.83 3.68 1.03 -0.446
H 2.25 2.39 2.11 0.625
H -2.67 -4.46 -6.38 0.287
H 1.88 -1.99 -0.21 -0.025
C -0.02 4.78 3.62 0.057
F 2.95 -5.12 3.52 -0.217
H -2.37 -4.29 -4.53 0.307
H -2.86 -0.85 -4.67 0.201
S -0.31 7.04 1.80 1.158
C 1.58 -3.04 3.90 0.612
H -0.63 4.00 4.18 -0.394
O -1.69 -0.50 -0.54 -0.030
C -3.67 -1.60 -4.36 -0.753
C 2.53 -2.57 -2.50 -0.221
S 0.11 2.13 -1.74 0.251
H 3.06 -0.50 -0.03 0.504
F 2.91 -2.78 1.92 -0.245
H -2.60 0.68 3.92 0.589
H 1.35 -2.17 -5.91 0.513
C 0.56 0.33 1.35 -1.485
H -1.50 2.45 5.42 0.560
H 3.48 -3.06 -2.10 0.311
H 1.32 4.73 1.73 0.540
C 1.26 2.60 2.65 -0.971
H -2.02 1.38 1.70 0.504
C -1.00 1.46 5.18 -1.109
H 3.50 -0.59 -2.29 0.348
H 0.43 5.45 4.44 0.506
H 2.13 4.49 3.31 0.394
O 3.18 0.05 2.40 -0.764
H -1.07 -0.21 3.59 0.300
C -0.06 -3.31 -4.64 -0.239
C 0.82 0.07 -0.21 2.061
C 2.51 -2.69 -4.09 -1.011
C 0.14 1.84 1.79 2.378
I -1.80 0.07 6.71 -0.032
H 0.73 3.40 0.18 0.715
O -1.04 2.30 -0.47 -0.523
H -4.67 -3.45 -5.07 0.315
H -0.40 -0.27 1.58 0.431
O -0.56 1.45 -2.92 -0.426
O -0.55 6.55 0.20 -0.442
O -1.11 8.31 1.94 -0.629
H -0.67 -3.20 -6.79 0.348
H -4.11 -2.33 -6.42 0.287
H -0.21 -1.96 -0.53 0.393
O -2.40 -1.68 -0.57 -0.460
H 2.74 -3.75 -4.43 0.394
C 1.67 -4.66 3.83 0.531
C -1.14 -2.94 -5.78 -0.598
H -2.33 -2.12 0.31 0.293
H -1.67 6.26 3.65 0.485
F 0.33 -2.82 4.53 -0.243
F 2.66 -2.71 4.76 -0.260
C 1.13 -2.26 -4.78 -0.431
H 1.68 -0.54 -2.74 -0.002
O 1.14 7.26 2.05 -0.571
C 2.46 -1.00 -2.07 -0.665
C -0.33 -0.87 -0.86 -0.910
F 0.54 -2.74 1.75 -0.250
H -1.40 6.05 0.15 0.347
C -1.06 5.71 2.84 -0.956
F 1.44 -5.08 5.16 -0.254
H 0.12 1.45 5.34 0.375
H 1.59 -3.07 -2.09 0.187
H -0.60 -3.17 -3.65 0.137
C -1.47 0.85 3.78 -0.530
H 0.73 -1.25 -4.47 0.020
H 1.30 2.27 3.75 0.096
H -1.30 -1.81 -5.78 0.265
F 0.66 -5.23 3.08 -0.215
H -3.50 -1.97 -3.30 0.114
C -2.51 -3.73 -5.51 -0.549
H 3.33 -2.02 -4.51 0.332
S 1.77 -0.47 2.52 1.454
H -1.85 5.12 2.25 0.425

92
Properties=species:S:1:pos:R:3:mulliken_charge:R:1 method="wB97M-V/def2-TZVPD" homo_lumo_gap_ha="0.278 / 0.208" multiplicity=2 total_charge=+1 de_lowest_kcal_mol=141.8
N -0.42 3.29 -1.01 0.469
N -0.89 -4.51 -0.11 -0.701
H 2.54 -2.86 2.60 0.523
C 2.09 -0.89 1.77 2.908
C -0.40 3.30 -2.35 -0.190
H -3.96 0.40 -3.46 0.391
H -0.06 4.23 0.77 0.386
C -3.33 -3.36 0.37 0.262
C -2.13 -0.35 3.12 -1.397
C -0.72 -3.22 -3.47 1.042
S -1.48 -3.15 0.29 0.873
H -0.04 1.81 3.70 0.574
O -0.51 -6.58 -1.38 -0.691
H -1.23 2.57 2.63 0.436
H 4.82 1.45 4.40 0.309
C 0.72 -0.94 2.49 -1.955
C 1.42 -1.96 -3.50 0.014
F -3.65 -4.61 0.61 -0.218
H -1.74 -0.33 4.14 0.511
F -2.05 -3.03 -3.59 -0.329
H 5.38 0.38 5.70 0.419
C 2.26 0.46 5.45 -1.134
H 4.05 -0.10 2.12 0.702
H -5.62 0.97 0.54 0.518
C 0.49 5.46 -0.94 -0.805
C -0.74 -0.71 -3.69 -0.516
C 4.31 1.78 0.46 -1.256
H -4.79 2.67 -1.76 0.482
H -0.78 2.40 -2.81 0.751
F 1.06 -4.10 -2.12 -0.295
H 1.95 -2.90 0.94 0.430
C 2.60 1.73 -1.77 -0.840
H 4.82 0.91 0.05 0.379
F -3.92 -2.95 -0.75 -0.226
H -3.83 3.20 -0.36 0.366
H -1.92 0.31 -4.98 0.307
H 2.86 -0.75 -0.25 0.967
C -0.17 -4.32 -2.59 0.399
H -4.48 0.06 1.56 0.213
H 2.21 1.45 5.00 0.304
N -0.30 -4.52 -4.02 -0.608
S -1.16 -5.32 -1.46 1.106
H -3.06 3.03 -1.94 0.320
H 1.14 -0.67 -0.22 -1.085
H 0.10 4.37 -4.11 0.466
N -1.31 -0.49 -4.87 -0.186
As 2.37 1.68 0.18 0.354
C -0.34 1.95 2.66 -0.868
H 3.36 1.01 -2.06 0.488
H 4.65 2.66 -0.09 0.493
C -4.12 -0.29 -2.64 -1.210
N 2.57 -1.92 -3.45 -0.535
C 0.03 -1.99 -3.58 0.468
C 2.06 -0.29 0.34 -0.434
Sb -3.37 0.59 -0.85 0.827
H 2.93 2.73 -2.04 0.438
H 0.85 -0.80 3.56 0.098
H 1.68 1.50 -2.30 -0.212
C 0.01 4.35 -0.30 -0.235
H 0.28 -1.93 2.35 0.638
O -0.94 2.28 -0.32 -0.312
H 0.83 6.30 -0.34 0.485
H 0.46 2.42 2.11 -0.200
As -0.74 0.20 1.91 1.567
H -3.62 -1.23 -2.84 0.105
H -5.38 -0.77 0.28 0.381
F -3.78 -2.60 1.38 -0.204
C 2.58 -2.34 1.64 -2.337
C 5.04 0.42 4.66 -1.176
C 0.09 4.39 -3.03 -1.224
H 3.61 -2.37 1.28 0.461
As 3.47 -0.73 4.45 0.286
H 5.85 0.05 4.03 0.339
C 0.54 5.50 -2.32 -0.399
H 4.57 1.90 1.51 0.347
C -3.81 2.62 -1.28 -1.335
O -1.27 -2.06 -0.70 -0.207
O -2.51 -5.19 -1.92 -0.589
F 0.92 -4.44 -4.66 -0.160
H 2.65 0.56 6.47 0.474
H -2.48 -1.35 2.87 0.301
H -5.19 -0.46 -2.54 0.524
H -1.24 -1.15 -5.62 0.253
H 1.25 0.05 5.53 0.271
O -1.11 -2.81 1.63 -0.916
O -0.86 0.10 -2.76 -0.486
Os -0.89 0.10 -0.49 2.117
C 3.08 -0.08 2.61 -2.278
H -2.96 0.36 3.07 0.380
H 2.77 0.96 2.70 0.556
C -4.90 0.16 0.56 -1.177
H 0.93 6.36 -2.84 0.449

72
Properties=species:S:1:pos:R:3:mulliken_charge:R:1 method="wB97M-V/def2-TZVPD" homo_lumo_gap_ha=0.379 smiles="CCCCCCCCCCCCCC[C@@](C#N)(CCC(C)C)[C@H](C#N)CC(=O)Br"
C -2.26 1.27 6.16 -1.060
H 1.03 0.98 -4.05 0.504
H 4.03 1.94 0.77 0.338
C 0.56 -1.08 -3.79 -0.722
C 2.24 0.79 0.38 0.934
C -3.45 0.18 1.19 0.018
C 3.24 -4.10 -1.27 -1.456
C 1.44 -1.31 -0.52 -1.443
C -2.98 -0.34 -1.22 0.248
C 2.48 3.34 0.73 0.172
H -1.89 1.63 7.12 0.356
H -4.40 0.48 4.43 0.507
H 2.94 -4.49 -0.30 0.344
H -2.95 0.45 6.34 0.277
H -2.45 0.59 1.38 -0.153
C 0.89 1.14 0.86 -0.822
H 4.78 -1.55 -2.68 0.402
H 1.62 1.70 -1.96 -0.007
H -3.17 -1.41 -1.10 0.355
H 3.41 2.21 -0.85 0.688
H -1.43 0.90 5.56 0.255
H -3.72 1.53 -0.44 0.478
H 3.10 -2.00 -2.71 0.265
H 0.46 -1.08 -4.88 0.634
H 0.27 0.66 -1.61 0.403
H -3.81 2.94 3.50 0.386
H -1.18 1.03 -3.23 0.340
Br 1.63 4.44 -0.65 -0.161
C 3.91 -1.71 -2.04 -1.116
C 4.41 -2.55 0.37 -1.673
H -0.80 -1.44 -2.16 0.043
H 2.71 0.18 1.15 0.696
C -4.43 0.73 2.24 -0.888
H -5.24 0.00 2.34 0.325
H -1.94 -0.20 -0.88 -0.293
H 2.37 -3.79 -1.84 0.280
H 2.42 -0.01 -3.72 0.438
N -0.17 1.51 1.11 -0.372
H -3.70 -0.62 -3.23 0.379
H -4.91 0.18 -0.40 0.289
H -3.37 -0.90 1.33 0.303
H 4.47 -3.44 1.00 0.489
H 5.21 -3.30 -1.43 0.551
C 1.29 0.66 -1.97 -0.397
C -3.73 0.80 3.62 -0.665
C -0.86 -1.14 -3.21 -0.609
H -2.90 0.09 3.63 0.300
H -2.16 2.29 3.46 0.104
C -3.86 0.46 -0.26 -1.009
H 3.62 -1.92 0.76 0.314
C 3.12 2.07 0.19 -0.796
C 1.39 0.17 -3.42 -1.114
H 3.71 -4.93 -1.80 0.335
C -3.14 2.19 3.92 -0.435
C 4.24 -2.92 -1.11 0.646
C -1.71 0.10 -3.45 -0.678
C -2.96 2.44 5.43 -0.601
H 1.07 -2.01 -3.54 0.067
H 3.80 0.40 -2.16 0.535
O 2.49 3.65 1.87 -0.449
H 5.35 -2.01 0.51 0.354
H 4.33 -0.13 -0.60 0.624
H -3.56 1.05 -2.80 0.446
C 3.62 -0.36 -1.39 -1.736
C 2.17 -0.09 -0.92 2.946
H -1.37 -1.97 -3.72 0.605
H -2.39 3.35 5.59 0.388
H -4.82 1.70 1.97 0.403
N 0.83 -2.24 -0.23 -0.734
H -3.95 2.58 5.87 0.279
C -3.06 0.09 -2.69 -1.066
H -1.95 0.14 -4.52 0.413

| no. | electronic energy (hartree) |
| --- | --- |
| 1 | -2396.2778 |
| 2 | -4137.3236 |
| 3 | -3921.0847 |
| 4 | -10136.9111 |
| 5 | -3737.1270 |